83
Properties=species:S:1:pos:R:3:forces:R:3:lowdin_charge:R:1 method="wB97M-V/def2-TZVPD" e_tot_ev=-51836.482 lumo_ev="-0.93 / -6.19" spin_multiplicity=2 s2=0.75 homo_ev="-8.9312 / -8.9308"
B -0.789 19.535 -16.353 -0.426 1.434 0.056 -1.483
F -0.090 18.912 -17.309 2.059 -2.586 -2.244 0.160
F -1.081 20.741 -16.938 -0.434 2.053 0.676 0.142
F -1.939 18.865 -16.075 -0.868 -0.394 0.651 0.184
F 0.053 19.721 -15.281 0.554 -0.093 1.506 0.159
C -0.206 24.352 -18.670 0.615 0.726 0.953 -0.084
C -1.443 23.953 -17.952 -1.672 -1.794 -0.349 -0.340
O -2.517 24.899 -18.064 0.892 0.329 -0.121 -0.067
H 0.500 23.522 -18.700 -0.168 -0.213 -0.128 0.061
H 0.261 25.069 -17.994 0.377 0.646 -0.671 0.075
H -0.386 24.722 -19.680 0.015 0.155 0.185 0.083
H -1.275 23.626 -16.926 0.254 0.566 0.275 0.111
H -1.766 23.017 -18.408 -0.425 -0.188 -0.223 0.080
H -3.223 24.672 -17.454 0.119 -0.298 0.104 0.075
O 2.146 21.088 -17.008 0.954 -0.513 -0.203 -0.030
H 1.893 21.135 -16.086 -0.362 0.150 0.352 0.044
H 1.470 20.546 -17.415 -0.706 0.036 -0.189 -0.005
O 0.998 20.288 -12.248 0.281 -0.057 -0.030 -0.033
H 0.715 19.461 -12.638 -0.102 -0.303 -0.207 0.019
H 1.621 20.031 -11.567 0.124 0.104 0.298 0.057
O -0.783 16.413 -16.129 0.586 -0.753 -0.011 -0.030
H -0.752 17.227 -16.630 -0.238 0.097 -0.142 -0.004
H -0.955 16.691 -15.230 -0.314 0.074 0.117 0.021
O -3.967 17.792 -14.583 -0.334 -0.349 -0.162 -0.046
H -3.404 18.378 -15.088 0.075 0.078 -0.181 -0.002
H -3.736 17.964 -13.670 -0.214 0.196 0.424 -0.013
O -1.083 21.657 -13.489 -0.525 0.284 0.069 -0.040
H -0.385 21.155 -13.068 0.293 0.143 0.173 -0.037
H -1.112 21.321 -14.385 0.018 0.050 -0.186 -0.001
O -3.637 21.824 -16.164 -0.181 0.406 0.198 -0.037
H -2.951 21.167 -16.041 0.184 -0.118 -0.110 -0.008
H -4.294 21.386 -16.706 -0.152 -0.138 -0.195 0.042
C -4.835 20.805 -9.554 1.464 -0.265 -0.163 -0.061
C -4.544 19.806 -10.761 -0.131 0.522 2.913 -0.369
C -3.058 19.388 -10.915 -0.165 0.575 -0.672 -0.156
O -3.007 18.331 -11.885 0.748 -0.411 -0.474 -0.212
C -1.717 18.097 -12.446 0.479 0.422 0.056 -0.099
N -5.349 18.624 -10.394 0.170 0.263 -1.210 0.027
H -3.892 21.296 -9.311 -0.060 0.628 -0.043 0.058
H -5.105 20.300 -8.626 0.008 -0.518 -0.306 0.063
H -5.623 21.542 -9.709 0.183 -0.005 -0.505 0.064
H -4.925 20.349 -11.627 0.451 -0.450 -0.543 0.133
H -2.513 19.036 -10.040 -0.608 -0.057 0.614 0.130
H -2.476 20.239 -11.268 -0.040 0.228 -0.306 0.117
H -1.277 19.016 -12.833 -0.421 0.300 -0.315 0.058
H -1.740 17.365 -13.253 -0.668 0.090 0.038 0.080
H -0.937 17.722 -11.784 -0.339 -0.226 0.917 0.088
H -4.918 17.848 -10.875 -0.190 -0.471 -0.181 0.054
H -6.185 18.829 -10.923 -0.722 -0.707 0.230 0.073
C -0.012 20.379 -20.079 1.684 -0.094 -0.688 -0.062
C -1.440 20.596 -20.491 0.979 1.594 0.964 -0.423
C -1.812 19.863 -21.745 -2.118 -1.317 -0.365 -0.220
O -0.890 19.811 -22.821 0.345 -0.209 0.556 -0.187
C -1.253 18.895 -23.861 0.869 1.706 -0.478 -0.098
N -2.297 20.363 -19.315 -0.346 -0.941 -0.887 0.071
H 0.432 21.120 -19.415 -0.542 0.322 0.193 0.064
H 0.637 20.402 -20.955 0.123 -0.115 -0.189 0.073
H 0.148 19.420 -19.586 -0.248 -0.227 -0.128 0.070
H -1.601 21.645 -20.737 0.365 0.302 0.045 0.136
H -2.752 20.321 -22.054 -0.151 0.343 -0.510 0.124
H -2.178 18.864 -21.511 0.451 -0.613 0.290 0.122
H -2.207 19.211 -24.283 -0.526 -0.780 0.335 0.089
H -1.060 17.841 -23.662 -0.699 -0.040 0.539 0.087
H -0.572 19.134 -24.678 0.287 0.038 0.011 0.079
H -2.010 19.446 -19.004 -0.521 -0.887 -0.071 0.058
H -1.884 20.845 -18.529 -0.240 0.909 -0.336 0.021
C 2.097 16.539 -17.200 -1.341 1.254 0.055 0.012
C 3.486 17.092 -17.562 2.535 -0.225 -2.726 -0.284
C 3.880 17.633 -19.034 -0.916 0.244 0.149 -0.169
O 3.733 16.693 -20.070 0.107 -0.207 0.143 -0.161
C 4.101 17.111 -21.398 -0.116 0.574 -0.328 -0.076
N 3.721 18.238 -16.723 -2.374 -1.638 -0.064 0.348
H 1.745 15.744 -17.858 0.745 -0.281 -0.057 0.123
H 1.369 17.332 -17.368 -0.030 0.058 0.147 0.063
H 2.011 16.266 -16.148 0.164 -0.246 -0.154 0.097
H 4.205 16.283 -17.436 0.153 -0.007 0.738 0.158
H 4.897 18.010 -18.929 0.466 -0.371 -0.047 0.126
H 3.320 18.541 -19.260 -0.604 0.159 0.036 0.126
H 5.031 17.675 -21.464 0.439 -0.362 0.498 0.088
H 3.410 17.782 -21.907 -0.746 0.193 0.656 0.086
H 4.131 16.265 -22.085 0.234 -0.364 0.657 0.092
H 3.098 18.973 -17.026 0.308 1.850 -0.533 0.107
H 3.517 18.131 -15.740 0.823 -0.273 0.816 0.158

---

82
Properties=species:S:1:pos:R:3:forces:R:3:lowdin_charge:R:1 method="wB97M-V/def2-TZVPD" e_tot_ev=-46240.316 lumo_ev="-2.39 / -8.27" spin_multiplicity=2 total_charge=+1 s2=0.76 homo_ev="-10.6897 / -10.6895"
C -0.484 3.627 0.058 -1.277 0.790 -0.296 -0.831
O -0.158 2.789 -0.717 0.954 -3.866 -4.000 0.034
N -1.505 4.397 -0.132 -3.314 2.155 -0.845 0.204
N 0.134 3.764 1.153 2.614 0.083 4.119 0.230
H -1.710 5.119 0.544 -0.396 -0.051 -0.559 0.127
H -2.111 4.141 -0.899 -0.020 0.675 0.211 0.125
H -0.293 4.231 1.941 0.738 -0.319 0.200 0.135
H 0.787 2.996 1.205 0.612 0.615 1.374 0.093
C 1.159 1.516 4.405 0.234 1.355 0.622 -0.767
O 0.746 2.614 4.092 -1.210 0.584 -0.322 0.042
N 2.031 0.807 3.749 1.719 -1.324 -3.024 0.174
N 0.997 0.859 5.543 -2.197 -1.122 3.794 0.154
H 2.226 1.142 2.816 0.729 -0.364 -0.249 0.063
H 2.079 -0.144 4.084 0.736 0.245 -1.229 0.099
H 1.426 -0.055 5.569 -0.458 0.356 0.738 0.102
H 0.207 0.994 6.158 0.257 0.261 -0.099 0.117
C 3.503 2.577 -3.650 -0.510 -0.992 0.900 -0.051
C 3.418 1.023 -3.564 1.856 0.412 1.151 -0.427
C 3.598 0.542 -2.044 -2.862 0.906 -1.165 -0.160
O 3.454 -0.897 -1.786 0.634 2.258 0.356 -0.179
C 4.709 -1.466 -1.931 1.221 -0.846 -0.742 -0.147
N 2.180 0.612 -4.134 -1.119 -0.942 0.184 0.042
H 2.789 2.867 -2.880 0.023 0.654 0.153 0.069
H 3.046 2.873 -4.595 0.502 0.182 -0.081 0.071
H 4.471 3.041 -3.459 -0.027 -0.079 -0.153 0.077
H 4.285 0.591 -4.065 -0.161 -0.156 -0.603 0.118
H 2.757 0.978 -1.503 -0.354 -0.125 -0.119 0.085
H 4.397 1.144 -1.611 1.007 -1.050 0.108 0.128
H 4.672 -2.555 -1.905 -0.361 -0.004 -0.150 0.094
H 5.450 -1.186 -1.183 -0.093 0.370 0.509 0.077
H 5.142 -1.142 -2.877 0.144 -0.305 -0.236 0.088
H 1.447 0.801 -3.465 -0.263 -0.280 0.357 0.069
H 1.885 1.174 -4.919 0.489 -0.003 -0.365 0.069
C -0.053 -2.569 -1.522 -0.992 1.460 -0.254 -0.083
C -0.474 -4.028 -1.550 -0.373 1.975 -0.748 -0.435
C -1.949 -4.195 -2.022 -0.253 -0.295 1.549 -0.153
O -2.884 -3.417 -1.233 0.266 0.505 -0.365 -0.214
C -3.593 -4.210 -0.299 0.307 0.055 -0.298 -0.116
N 0.451 -4.600 -2.502 -0.496 -0.275 0.089 0.038
H -0.699 -1.963 -0.886 0.108 -0.107 0.678 0.060
H -0.215 -2.068 -2.476 0.154 -0.401 -0.427 0.089
H 0.998 -2.397 -1.289 0.041 -0.256 0.231 0.065
H -0.290 -4.349 -0.525 -0.631 -0.765 0.206 0.128
H -2.250 -5.228 -1.848 0.225 -0.375 -0.312 0.110
H -2.130 -3.984 -3.076 0.443 0.345 0.026 0.134
H -2.844 -4.699 0.324 -0.379 -0.533 0.223 0.090
H -4.271 -4.880 -0.828 0.228 -0.539 0.062 0.089
H -4.260 -3.630 0.339 0.314 0.556 -0.073 0.071
H 1.300 -4.668 -1.959 0.420 -0.772 -0.718 0.077
H 0.090 -5.469 -2.870 0.621 -0.451 0.185 0.075
C -6.029 0.546 0.648 0.511 0.538 -0.766 -0.025
C -4.846 0.236 1.592 -1.880 0.344 -2.707 -0.394
C -3.453 0.627 0.984 1.812 -0.029 -1.116 -0.094
O -2.381 0.052 1.730 -2.218 1.378 -1.545 0.004
C -1.565 1.009 2.409 -0.619 -1.065 1.082 0.010
N -5.042 1.062 2.692 1.444 -1.580 1.642 0.136
H -6.255 1.612 0.622 0.473 0.298 0.410 0.090
H -6.977 0.144 1.003 0.260 -0.698 -0.175 0.094
H -5.814 0.361 -0.405 -0.278 -0.793 0.099 0.090
H -4.712 -0.834 1.753 -0.131 -0.194 0.272 0.161
H -3.344 1.684 0.743 0.121 0.408 1.169 0.143
H -3.425 0.266 -0.045 -0.090 -1.231 -0.111 0.156
H -1.221 0.382 3.231 0.918 0.543 -0.083 0.113
H -2.242 1.761 2.816 0.150 0.476 -0.155 0.115
H -0.811 1.426 1.741 0.169 -0.064 0.087 0.095
H -4.339 0.642 3.282 0.202 0.861 1.554 0.100
H -5.931 0.822 3.108 -0.592 0.715 0.201 0.129
O 4.188 -0.311 1.439 -0.006 -0.016 0.429 -0.029
H 3.807 -0.637 0.624 -0.344 -0.076 -0.625 0.021
H 5.106 -0.578 1.399 0.321 -0.089 0.074 0.059
O 1.334 -1.863 1.828 -0.421 0.087 -0.051 -0.040
H 1.771 -2.662 1.534 0.079 -0.274 -0.129 0.048
H 1.969 -1.442 2.408 0.319 0.217 -0.009 0.002
O -1.918 1.273 -2.400 -0.587 -0.508 0.083 -0.052
H -2.293 1.962 -2.949 -0.051 0.094 -0.289 0.034
H -1.380 1.741 -1.761 0.666 0.477 0.256 -0.033
O 3.063 2.262 1.490 -0.125 0.913 0.348 -0.063
H 3.845 1.716 1.566 0.277 -0.285 -0.072 0.021
H 2.474 1.762 0.925 -0.032 -0.496 -0.519 -0.032
O 1.249 0.651 0.234 -0.218 -0.226 0.341 -0.050
H 0.606 1.151 -0.269 -0.219 0.779 -0.542 0.009
H 0.901 -0.241 0.250 0.242 -0.704 0.251 0.028